ORCA calculation (ωB97M-V/def2-TZVPD) on a structure of composition C47H52BiNO5PSSb2 in a non-equilibrium geometry.

## Properties
Kohn-Sham gap, eV: 6.98

```
! RIJCOSX wB97M-V def2-TZVPD def2/J DEFGRID3
* xyz 1 1
Bi -0.202 -0.844 0.490
C 2.098 3.296 0.901
C 3.105 2.754 1.941
C 3.227 1.238 2.067
Sb 2.891 -0.229 0.540
C 2.881 0.427 -1.533
C 1.829 -0.010 -2.337
C 1.820 0.204 -3.713
C 2.879 0.870 -4.307
C 3.940 1.309 -3.522
C 3.944 1.090 -2.153
C 4.926 -0.824 0.321
C 5.899 0.132 0.604
C 7.231 -0.120 0.281
C 7.592 -1.320 -0.319
C 6.620 -2.274 -0.603
C 5.289 -2.030 -0.285
Sb 3.096 3.777 -0.962
C 3.344 5.839 -0.479
C 4.625 6.396 -0.526
C 4.839 7.725 -0.160
C 3.772 8.507 0.256
C 2.490 7.963 0.307
C 2.279 6.639 -0.056
C 1.338 3.991 -2.167
C 1.078 5.165 -2.885
C -0.032 5.255 -3.721
C -0.891 4.170 -3.866
C -0.638 2.995 -3.168
C 0.465 2.909 -2.323
H 1.676 4.242 1.240
H 1.266 2.602 0.739
H 2.820 3.091 2.941
H 4.093 3.184 1.755
H 2.498 0.870 2.788
H 4.206 0.941 2.431
H 0.984 -0.533 -1.917
H 0.988 -0.144 -4.313
H 2.879 1.049 -5.376
H 4.775 1.829 -3.981
H 4.787 1.440 -1.574
H 5.637 1.085 1.056
H 7.982 0.630 0.497
H 8.632 -1.513 -0.565
H 6.897 -3.208 -1.081
H 4.549 -2.781 -0.538
H 5.467 5.796 -0.855
H 5.839 8.146 -0.201
H 3.935 9.541 0.539
H 1.656 8.573 0.633
H 1.273 6.235 -0.023
H 1.742 6.018 -2.795
H -0.222 6.173 -4.266
H -1.748 4.239 -4.528
H -1.299 2.142 -3.282
H 0.643 1.980 -1.784
C -5.905 -0.584 5.416
C -4.488 -0.426 4.924
C -3.406 -0.750 5.742
C -2.106 -0.628 5.287
C -1.891 -0.181 3.985
C -2.956 0.171 3.152
C -4.244 0.044 3.631
S -0.252 -0.068 3.419
O 0.580 0.154 4.565
O -0.211 0.928 2.322
N 0.172 -1.427 2.610
C -0.571 -2.657 2.990
C -1.922 -2.730 2.262
O -2.811 -3.439 2.664
O -1.982 -2.008 1.143
H -5.939 -0.775 6.488
H -6.390 -1.421 4.908
H -6.494 0.312 5.207
H -3.587 -1.103 6.752
H -1.264 -0.863 5.929
H -2.773 0.529 2.147
H -5.085 0.305 2.991
H -0.734 -2.737 4.063
H 0.021 -3.521 2.694
C -4.045 2.271 -0.526
C -2.638 2.155 -0.002
C -2.117 3.224 0.917
O -1.941 1.204 -0.323
H -4.393 3.303 -0.531
H -4.697 1.696 0.141
H -4.118 1.834 -1.522
H -2.894 3.544 1.617
H -1.855 4.091 0.298
H -1.231 2.885 1.453
C -1.502 -4.215 -0.806
P 0.131 -3.485 -0.556
C 0.910 -3.660 -2.182
C 1.038 -4.633 0.499
C 2.367 -4.336 0.802
C 3.106 -5.173 1.626
C 2.512 -6.313 2.161
C 1.189 -6.611 1.868
C 0.447 -5.772 1.042
H -1.388 -5.148 -1.358
H -2.111 -3.519 -1.383
H -2.017 -4.386 0.138
H 0.893 -4.718 -2.448
H 1.940 -3.299 -2.167
H 0.350 -3.085 -2.926
H 2.821 -3.442 0.395
H 4.139 -4.930 1.861
H 3.083 -6.969 2.811
H 0.726 -7.496 2.287
H -0.590 -6.012 0.837
*
```

Here are the Löwdin charges for atoms 1 to 2, given in e:
1 Bi 1.63
2 C -0.36

ORCA calculation (ωB97M-V/def2-TZVPD) on a structure of composition C47H53As2Br2IN4O2Ti in a non-equilibrium geometry.

## Properties
Kohn-Sham gap, eV: 6.23

```
! RIJCOSX wB97M-V def2-TZVPD def2/J DEFGRID3
* xyz 2 1
Ti -0.431 0.147 -0.494
C -2.113 -0.429 -4.622
C -1.465 0.066 -3.339
N -1.566 -0.516 -2.181
N -2.196 -1.729 -2.027
C -2.142 -2.057 -0.779
O -1.449 -1.307 0.068
C -2.627 -3.361 -0.314
C -3.252 -3.550 0.879
C -3.777 -4.826 1.181
C -3.763 -5.842 0.299
C -3.087 -5.634 -0.902
C -2.539 -4.422 -1.240
C -0.632 1.280 -3.321
C -0.336 2.011 -4.486
C 0.475 3.110 -4.391
C 0.949 3.481 -3.119
C 0.635 2.666 -2.040
N -0.174 1.580 -2.107
H -3.044 -0.938 -4.377
H -1.457 -1.191 -5.097
H -2.261 0.421 -5.239
H -3.358 -2.705 1.491
H -4.264 -4.888 2.147
H -4.155 -6.848 0.450
H -3.035 -6.482 -1.594
H -2.050 -4.238 -2.210
H -0.688 1.651 -5.428
H 0.818 3.644 -5.276
H 1.532 4.362 -2.910
H 1.065 2.918 -1.112
C -3.412 2.481 -1.961
As -2.850 1.448 -0.393
C -4.355 0.241 -0.341
C -3.202 2.598 1.102
C -4.379 3.259 1.385
C -4.482 4.200 2.374
C -3.392 4.475 3.214
C -2.185 3.792 2.947
C -2.111 2.823 1.927
As -0.387 1.871 1.661
C 0.868 3.319 1.434
C 0.232 1.323 3.423
H -4.401 2.845 -1.852
H -3.484 1.777 -2.772
H -2.724 3.241 -2.259
H -5.234 0.851 -0.497
H -4.424 -0.309 0.617
H -4.209 -0.485 -1.148
H -5.232 3.015 0.692
H -5.378 4.799 2.432
H -3.451 5.262 3.981
H -1.327 4.084 3.519
H 0.774 3.983 2.301
H 0.556 3.901 0.538
H 1.905 2.978 1.365
H -0.007 2.163 4.104
H 1.347 1.149 3.449
H -0.303 0.463 3.802
Br 4.828 3.555 2.250
C 6.262 3.151 1.137
C 7.333 4.062 1.141
C 8.417 3.809 0.347
C 8.513 2.668 -0.439
C 7.489 1.749 -0.413
C 6.321 2.032 0.355
I 4.785 0.575 0.223
H 7.280 4.954 1.735
H 9.292 4.493 0.430
H 9.456 2.502 -1.024
H 7.613 0.853 -1.049
Br -3.309 1.960 5.742
C -3.203 0.180 5.080
C -3.004 -0.852 5.934
C -2.865 -2.132 5.396
C -2.862 -2.261 4.006
N -3.074 -1.234 3.183
C -3.272 -0.050 3.720
H -2.979 -0.736 6.995
H -2.737 -2.978 6.041
H -2.692 -3.232 3.561
H -3.411 0.822 3.065
C 1.032 -1.517 -4.173
C 2.360 -1.171 -3.432
C 2.629 0.332 -3.277
C 2.623 -2.018 -2.265
C 3.489 -3.069 -2.437
C 3.876 -3.803 -1.297
C 3.313 -3.617 -0.082
C 2.308 -2.657 0.097
C 1.722 -2.665 1.487
C 1.373 -1.252 2.084
C 0.617 -3.717 1.688
C 1.971 -1.843 -0.993
O 1.037 -0.766 -0.856
H 0.950 -0.922 -5.093
H 0.175 -1.369 -3.568
H 1.052 -2.571 -4.474
H 3.109 -1.508 -4.152
H 1.966 0.778 -2.586
H 2.459 0.788 -4.245
H 3.643 0.510 -2.962
H 3.922 -3.155 -3.445
H 4.540 -4.609 -1.463
H 3.666 -4.232 0.800
H 2.559 -2.945 2.171
H 0.366 -0.976 1.802
H 2.203 -0.626 1.720
H 1.332 -1.238 3.186
H -0.332 -3.385 1.287
H 0.544 -3.878 2.794
H 0.952 -4.705 1.310
*
```

Here are the Löwdin charges for atoms 1 to 2, given in e:
1 Ti 0.82
2 C 0.03

Number 1: lowest unoccupied orbital energy -2.96 eV, HOMO level -0.3652 hartree, DFT total energy -3687.5203 Eh. Number 2: lowest unoccupied orbital energy -6.44 eV, HOMO level -0.4654 hartree, DFT total energy -12958.5747 Eh.